1.
Density functional theory data (the ωB97M-V functional and the def2-TZVPD basis) for a cluster of 2 separate species, C2H4NO3 in total.

Element x y z (Å)
C 0.437 -1.599 0.834
N 1.080 -0.378 0.827
O 0.929 -2.680 0.675
H -0.646 -1.484 1.037
H 0.668 0.270 0.147
H 2.087 -0.471 0.783
O 0.096 1.231 -1.317
C -0.891 1.825 -0.939
O -1.773 1.659 -0.073
H -1.084 2.784 -1.504

- HOMO level (spin up / spin down): -9.9 / -9.9 eV
- E_LUMO (spin up / spin down): 0.6 / -4.5 eV
- Energy above the lowest of the compared OMol25 structures with the same formula, charge and spin: 2.1 kcal per mole
- 2S+1: 2
- E_tot: -9768.9939 eV

Mulliken analysis output, partial charges in e:
1. C 0.1311
2. N -0.4138
3. O -0.5088
4. H 0.2985
5. H 0.2525
6. H 0.2454
7. O -0.5120
8. C 0.4120
9. O -0.2159
10. H 0.3109

2.
Density functional theory data (the ωB97M-V functional and the def2-TZVPD basis) for a structure of composition C2H4NO3S.

Element x y z (Å)
C -0.033 -0.526 -0.549
C -0.749 -1.781 -1.012
N -0.575 0.464 0.000
O 1.641 1.233 1.941
O -0.382 2.578 2.046
O 1.243 2.940 0.287
S 0.657 2.009 1.222
H 0.965 -0.626 -0.764
H -1.260 -1.636 -1.863
H -1.418 -1.999 -0.253
H -0.091 -2.654 -1.058

- HOMO level (spin up / spin down): -4.2 / -4.2 eV
- E_LUMO (spin up / spin down): 3.8 / 3.8 eV
- Energy above the lowest of the compared OMol25 structures with the same formula, charge and spin: 37.3 kcal per mole
- 2S+1: 1
- E_tot: -20606.1550 eV
- Net charge: -1

Mulliken analysis output, partial charges in e:
1. C 0.1131
2. C -1.0281
3. N -0.7297
4. O -0.5806
5. O -0.5747
6. O -0.5891
7. S 1.0749
8. H 0.4054
9. H 0.3209
10. H 0.2874
11. H 0.3006